Record 1
{"formula": "C50H60FN5O11S", "method": "ωB97M-V/def2-TZVPD", "symbols": ["C", "C", "O", "C", "C", "O", "C", "C", "C", "O", "N", "O", "C", "C", "O", "C", "C", "C", "C", "C", "C", "O", "C", "C", "O", "C", "C", "C", "C", "C", "O", "O", "C", "C", "C", "C", "C", "C", "C", "C", "S", "O", "O", "F", "H", "H", "H", "H", "H", "H", "H", "H", "H", "H", "H", "H", "H", "H", "H", "H", "H", "H", "H", "H", "H", "H", "H", "H", "H", "H", "H", "H", "H", "H", "H", "H", "H", "H", "H", "H", "H", "H", "H", "H", "N", "C", "C", "C", "C", "C", "H", "H", "H", "H", "H", "N", "C", "C", "C", "C", "C", "H", "H", "H", "H", "H", "N", "C", "C", "C", "C", "C", "H", "H", "H", "H", "H", "N", "C", "C", "C", "C", "C", "H", "H", "H", "H", "H"], "coordinates": [[-1.56602, -2.58624, -6.10665], [-1.00883, -1.35889, -5.23786], [-1.96235, -0.26521, -5.07247], [-2.96950, -0.74279, -4.14581], [-3.21410, 0.19616, -2.86127], [-2.20656, 1.19699, -2.62809], [-0.93617, 0.58011, -2.22588], [-0.29675, 1.30670, -0.96225], [-0.94334, 0.65696, 0.38149], [-2.35435, 0.28569, 0.19505], [-2.65010, -0.79702, 0.98850], [-3.48010, -0.45146, 1.78277], [-0.66923, 2.89149, -1.11528], [-1.98024, 3.33768, -0.34103], [-3.08955, 3.47507, -0.95153], [-2.04012, 3.71103, 1.22630], [-0.71850, 3.99767, 1.99003], [-0.82141, 4.30662, 3.52461], [-2.23249, 4.29500, 4.17884], [-3.56302, 4.02483, 3.41691], [-3.45940, 3.72163, 1.90640], [1.12455, 1.26971, -0.79500], [1.84501, 0.28594, -1.50289], [3.42570, 0.68015, -1.28064], [4.13456, 0.75998, -2.54581], [5.54517, 0.44272, -2.28532], [5.84835, -1.13285, -2.25076], [6.22155, -1.69955, -0.79123], [7.27465, -2.91475, -0.82206], [6.79974, -4.18841, 0.05565], [6.66055, -5.33460, -0.44512], [6.56193, -4.07397, 1.47192], [5.13460, -4.20976, 1.74527], [4.87659, -4.42716, 3.31194], [3.49503, 2.12978, -0.55164], [3.73432, 2.17517, 1.00170], [3.77967, 3.48536, 1.83064], [3.59465, 4.81757, 1.04534], [3.36554, 4.82563, -0.50744], [3.32470, 3.48045, -1.29465], [1.75321, -1.45313, -0.75326], [1.96824, -1.29154, 0.72154], [2.93329, -2.27694, -1.27616], [0.37686, -2.29361, -1.18550], [-2.60251, -2.95138, -5.74163], [-1.67268, -2.37514, -7.22216], [-0.86966, -3.50026, -5.96479], [-0.04507, -0.99214, -5.76390], [-0.64790, -1.79135, -4.22855], [-3.96930, -0.83592, -4.72292], [-2.76507, -1.80737, -3.73924], [-4.19653, 0.77222, -3.06220], [-3.43527, -0.49048, -1.97653], [-0.29390, 0.62547, -3.19037], [-1.18721, -0.53411, -2.07757], [-0.42162, -0.33745, 0.67416], [-0.79297, 1.33358, 1.30884], [-0.66512, 3.19249, -2.22305], [0.21361, 3.47472, -0.64086], [0.29776, 3.95557, 1.44684], [0.15418, 4.48420, 4.08385], [-2.32994, 4.48361, 5.30693], [-4.60058, 3.99340, 3.88786], [-4.34682, 3.47360, 1.21698], [1.73502, 0.26808, -2.63805], [3.95678, -0.03628, -0.56817], [6.17869, 0.93873, -3.09967], [5.84581, 0.89541, -1.27535], [4.99431, -1.74709, -2.69288], [6.78870, -1.29864, -2.90628], [5.27405, -1.96225, -0.18559], [6.72870, -0.84271, -0.20830], [8.29855, -2.62022, -0.39383], [7.36612, -3.28812, -1.89524], [4.59041, -3.25285, 1.40261], [4.69629, -5.13514, 1.20918], [5.71945, -5.04670, 3.80294], [4.90621, -3.40544, 3.85643], [3.85180, -4.88096, 3.54333], [3.87556, 1.19395, 1.57900], [3.93417, 3.43725, 2.97104], [3.61438, 5.78249, 1.67345], [3.24576, 5.85568, -0.99631], [3.14869, 3.53703, -2.41784], [3.82632, -2.06927, -7.08379], [3.71251, -3.28619, -7.63906], [3.40223, -4.43328, -6.92629], [3.20090, -4.32154, -5.55811], [3.31464, -3.07587, -4.95701], [3.62483, -1.98879, -5.75877], [3.88206, -3.32290, -8.71031], [3.32048, -5.38954, -7.42787], [2.95746, -5.19676, -4.96550], [3.16513, -2.95048, -3.89093], [3.72063, -0.99286, -5.33652], [-6.30877, -1.04360, -2.04199], [-7.38457, -1.61325, -2.60890], [-8.03726, -2.71862, -2.08718], [-7.55096, -3.27391, -0.91257], [-6.43946, -2.70664, -0.30627], [-5.86021, -1.59989, -0.90540], [-7.72513, -1.14535, -3.52692], [-8.90325, -3.13486, -2.58660], [-8.03366, -4.14036, -0.47359], [-6.03274, -3.11432, 0.61093], [-4.99171, -1.11877, -0.46736], [-0.49627, 4.00938, 7.11395], [-0.69891, 2.71351, 6.81511], [-0.08901, 1.66380, 7.48309], [0.78496, 1.96330, 8.51773], [1.01447, 3.29164, 8.84604], [0.35345, 4.26960, 8.12083], [-1.38729, 2.52966, 5.99680], [-0.29183, 0.63820, 7.20096], [1.28270, 1.16902, 9.06346], [1.69086, 3.56120, 9.64756], [0.49756, 5.32223, 8.34285], [-6.65118, 2.22701, 4.40155], [-7.89729, 1.94101, 4.81212], [-8.45489, 0.67388, 4.75826], [-7.68455, -0.36110, 4.24719], [-6.39399, -0.09323, 3.81389], [-5.92692, 1.20729, 3.91311], [-8.46073, 2.78328, 5.20036], [-9.46552, 0.50043, 5.10639], [-8.08618, -1.36690, 4.18739], [-5.76505, -0.87637, 3.40903], [-4.92305, 1.46650, 3.59083]], "total_energy_ha": -3540.047969, "charge": 0, "smiles": "CCOCCOC[C@](CON=O)(CC(=O)c1ccccc1)O[C@@H]([C@@H](OCCCCC(=O)OCC)c1ccccc1)S(=O)(=O)F.c1ccncc1.c1ccncc1.c1ccncc1.c1ccncc1", "gap_ev": 8.069}

***

Record 2
{"formula": "C50H66F5MnNO2SSb2Si3Te", "method": "ωB97M-V/def2-TZVPD", "symbols": ["Mn", "C", "C", "C", "C", "C", "O", "C", "C", "C", "C", "C", "C", "C", "O", "C", "C", "C", "N", "C", "C", "Te", "C", "C", "C", "C", "C", "C", "C", "C", "C", "C", "C", "C", "H", "H", "H", "H", "H", "H", "H", "H", "H", "H", "H", "H", "H", "H", "H", "H", "H", "H", "H", "H", "H", "H", "H", "H", "F", "C", "C", "F", "C", "F", "C", "S", "C", "F", "C", "F", "C", "Si", "C", "C", "Sb", "Si", "C", "C", "C", "Si", "C", "C", "C", "H", "H", "H", "H", "H", "H", "H", "H", "H", "H", "H", "H", "H", "H", "H", "H", "H", "H", "H", "H", "H", "H", "H", "H", "H", "H", "H", "C", "C", "Sb", "C", "C", "C", "C", "H", "H", "H", "H", "H", "H", "H", "H", "H", "H", "H", "H", "H", "H", "H"], "coordinates": [[0.04185, -0.16410, -0.17372], [4.33434, -0.12837, 5.32893], [3.21628, 0.07818, 4.34407], [1.89690, 0.25098, 4.76413], [0.85844, 0.44956, 3.87400], [-0.49558, 0.72525, 4.46453], [-1.02391, -0.08017, 5.20105], [-1.09822, 2.07090, 4.22989], [-0.39604, 3.07991, 3.57807], [-0.95034, 4.34445, 3.45637], [-2.21784, 4.60004, 3.95927], [-2.92190, 3.59683, 4.61448], [-2.35702, 2.34275, 4.76181], [1.08687, 0.38397, 2.48566], [0.05259, 0.32094, 1.67036], [2.43288, 0.32548, 2.04037], [3.45870, 0.16001, 2.98931], [2.81232, 0.52050, 0.64304], [1.97652, 0.49693, -0.34471], [2.41086, 0.83894, -1.70917], [2.49795, -0.41152, -2.55993], [0.76116, -1.63103, -2.19783], [1.94765, -2.95115, -0.96221], [2.00345, -2.84077, 0.42361], [2.79162, -3.70497, 1.17061], [3.53276, -4.68999, 0.53125], [3.48073, -4.81018, -0.85022], [2.68888, -3.94463, -1.59479], [4.26083, 0.77133, 0.37369], [4.81785, 2.01977, 0.62549], [6.16581, 2.23265, 0.38226], [6.96042, 1.19670, -0.09042], [6.40644, -0.05331, -0.32468], [5.05479, -0.26854, -0.09594], [3.94694, -0.39802, 6.30937], [4.92863, 0.77889, 5.44442], [5.00554, -0.92133, 5.00073], [1.66500, 0.24919, 5.82315], [0.60206, 2.89331, 3.20120], [-0.38226, 5.13689, 2.98589], [-2.65115, 5.58605, 3.85443], [-3.90000, 3.80196, 5.02830], [-2.87015, 1.55913, 5.30257], [4.47996, 0.07845, 2.64061], [3.36419, 1.37001, -1.70550], [1.64922, 1.50311, -2.12802], [3.35099, -1.03134, -2.28948], [2.53119, -0.17292, -3.62154], [1.42340, -2.08472, 0.95248], [2.82480, -3.60735, 2.24817], [4.15065, -5.36355, 1.10937], [4.04817, -5.58484, -1.34882], [2.64928, -4.05463, -2.67381], [4.19555, 2.82009, 1.00675], [6.59824, 3.20588, 0.56986], [8.01336, 1.36291, -0.26944], [7.02671, -0.86359, -0.68288], [4.62054, -1.24908, -0.25739], [1.38041, -0.10909, -8.72098], [0.92448, 0.03833, -7.48082], [0.13755, -0.94346, -6.90131], [-0.16753, -2.04366, -7.58891], [-0.33016, -0.77646, -5.60995], [-1.09673, -1.76486, -5.10544], [-0.05201, 0.35674, -4.84649], [-0.68675, 0.59522, -3.22294], [0.75786, 1.31211, -5.45829], [1.12215, 2.41185, -4.78586], [1.23680, 1.17259, -6.74903], [2.00554, 2.11726, -7.28577], [-3.49902, -5.18646, -0.61484], [-1.79469, -4.56405, -1.03021], [-1.55119, -4.57985, -2.87865], [-0.48081, -5.51409, -0.11245], [-1.71942, -2.09965, -0.15885], [-2.35299, -2.22777, 2.35623], [-3.57444, -3.61110, 2.64699], [-0.76624, -2.65914, 3.22718], [-3.13927, -0.57211, 2.66554], [-3.86369, -1.14438, -1.35906], [-3.75203, -1.59124, -3.16472], [-3.80843, 0.70044, -1.05898], [-5.35714, -1.90819, -0.52867], [-3.58670, -6.19962, -1.01578], [-4.28002, -4.58119, -1.07083], [-3.68112, -5.23438, 0.45501], [-1.36059, -5.60415, -3.20735], [-0.71226, -3.96766, -3.20622], [-2.44182, -4.22276, -3.39461], [-0.62824, -6.58659, -0.25640], [-0.51942, -5.30941, 0.95874], [0.51808, -5.25636, -0.46566], [-3.09407, -4.58319, 2.53973], [-4.44095, -3.57976, 1.99072], [-3.93594, -3.53847, 3.67560], [-0.52454, -3.70334, 3.01548], [-0.87092, -2.53503, 4.30568], [0.06961, -2.03815, 2.90870], [-4.10739, -0.53051, 2.16110], [-2.51598, 0.24403, 2.29720], [-3.30393, -0.41332, 3.73169], [-2.71845, -1.64812, -3.50287], [-4.23926, -0.81512, -3.75820], [-4.24993, -2.53899, -3.37256], [-2.80359, 1.03616, -0.78819], [-4.47990, 0.99604, -0.25152], [-4.08986, 1.24726, -1.96164], [-5.68496, -2.80913, -1.04497], [-6.18477, -1.19652, -0.55167], [-5.17155, -2.16117, 0.51295], [-3.59192, 3.93240, 0.43451], [-2.22989, 4.57314, 0.19820], [-0.71912, 3.21090, -0.54054], [1.02920, 4.21960, 0.23066], [1.10905, 5.71179, -0.07118], [-0.72764, 4.15006, -2.47650], [-2.00975, 3.89416, -3.26087], [-4.32479, 4.67770, 0.74912], [-3.54000, 3.16911, 1.21346], [-3.97633, 3.45948, -0.46938], [-1.85915, 5.02573, 1.11586], [-2.29150, 5.36270, -0.55129], [1.89533, 3.69306, -0.17975], [1.03685, 4.04048, 1.30695], [1.20039, 5.89947, -1.13978], [1.97715, 6.16238, 0.41366], [0.22492, 6.24283, 0.28475], [0.15398, 3.82790, -3.02876], [-0.62668, 5.21685, -2.27358], [-2.16392, 2.83241, -3.44619], [-1.97640, 4.39799, -4.22801], [-2.88247, 4.27857, -2.72824]], "s2": 6.36, "total_energy_ha": -5815.497400, "charge": 1, "gap_ev": [5.795, 7.081], "spin_multiplicity": 5}